Record 1
21
Properties=species:S:1:pos:R:3:forces:R:3 method="wB97M-V/def2-TZVPD" homo_energy_ev=-8.983 charge=0 smiles="C=C(C)[C@]12C[C@@]1(O)NC(=O)N2" homo_lumo_gap_ev=9.602
C 0.73800 -0.86773 2.21658 -1.2 0.1 -0.3
C 0.61625 -1.29422 -1.62351 -0.7 -0.1 0.3
C -0.38434 -0.55060 -1.15687 1.3 0.3 -1.3
C -1.06035 1.05977 0.76535 -1.1 1.2 1.3
C -0.42658 -0.25376 0.28159 -1.0 0.3 0.8
C 0.46161 0.89284 0.71683 -0.4 -0.1 -0.6
C -1.11717 0.39033 -2.13153 -2.7 -2.2 5.9
N -0.27444 -1.26532 1.34798 -0.7 0.0 -2.4
N 1.18806 0.39035 1.82570 0.9 2.4 1.2
O 1.06605 -1.44844 3.19659 0.9 -1.0 1.5
O 1.20856 1.61017 -0.23876 1.2 -1.2 0.6
H 0.80854 -1.25642 -2.65579 0.2 -0.3 -1.3
H 1.26794 -1.91502 -1.04898 0.2 -0.2 0.6
H -1.58602 1.88606 0.09019 1.3 -2.2 1.4
H -1.52911 0.91426 1.83108 1.0 0.6 -2.2
H -0.88723 0.22012 -3.07566 1.0 -0.9 -4.3
H -2.22243 0.17339 -1.88649 1.4 0.9 -0.8
H -0.81488 1.33532 -1.81480 0.0 1.9 0.1
H -0.69114 -2.22523 1.17286 1.3 1.8 0.9
H 1.56801 1.12107 2.54680 -1.1 -2.4 -1.6
H 2.07068 1.08306 -0.35916 -1.9 1.0 0.2

---

Record 2
23
Properties=species:S:1:pos:R:3:forces:R:3 method="wB97M-V/def2-TZVPD" homo_energy_ev="-5.465 / -2.951" charge=-1 homo_lumo_gap_ev="8.666 / 6.088"
C 2.98978 -0.56792 0.47815 0.6 -1.0 -0.9
C 1.77312 -0.04426 0.83532 -0.1 -0.3 0.9
C 3.04107 -1.64472 -0.44617 0.6 1.1 0.4
C 0.77138 -1.58241 -0.70193 0.1 -0.7 -1.3
C 0.56108 -0.56277 0.22661 0.8 1.0 1.5
C -0.90380 1.79182 -1.73693 0.5 4.3 2.9
C -0.70354 -0.09254 0.63888 0.4 1.5 1.0
N 1.94264 -2.11091 -1.04261 0.4 0.0 0.4
N -0.82430 0.85611 1.67647 0.2 -2.0 -4.2
O -2.99474 1.15024 0.30363 -0.7 -1.0 -0.3
O -2.35485 -0.86229 -1.35539 -0.4 0.2 0.0
O -2.97545 -1.24080 1.19078 -0.1 0.7 -0.9
P -2.40645 -0.42656 0.06282 0.1 -0.3 0.8
H 3.94804 -0.19875 0.87483 -0.6 -0.1 0.1
H 1.82529 0.59680 1.74090 -0.7 0.0 -1.0
H 4.03756 -2.04228 -0.71811 -0.8 0.0 0.0
H -0.03230 -2.00928 -1.28194 -0.6 0.2 0.3
H -0.01302 1.74459 -1.09063 -0.5 0.7 -0.3
H -1.07022 0.90669 -2.15255 -1.3 -3.3 -2.1
H -1.74749 2.51603 -1.43880 1.7 -1.2 -0.9
H -1.71864 0.84852 1.98295 -3.3 0.4 1.2
H -0.24077 1.15313 2.34226 3.4 0.7 2.5
H -2.90437 1.82160 -0.38853 0.2 -0.9 0.1

---

Record 3
23
Properties=species:S:1:pos:R:3:forces:R:3 method="wB97M-V/def2-TZVPD" homo_energy_ev="-8.119 / -7.716" charge=0 homo_lumo_gap_ev="8.253 / 6.953"
C 0.66390 0.91540 0.56211 0.9 0.5 0.3
C -0.24903 -1.14302 0.08227 -0.2 0.2 0.1
C 0.63725 2.18937 0.20799 0.3 0.3 0.6
C -2.52107 -1.56718 0.04401 -3.6 -0.6 1.1
C 1.86456 0.35211 1.28632 0.0 1.8 -2.0
C -0.49834 2.84857 -0.49151 0.3 1.0 0.9
C -3.39285 -2.79804 -0.32340 -3.4 2.1 2.9
N -0.37882 0.06711 0.31035 -0.3 -1.0 -0.6
N 3.46388 -0.11296 -0.72194 1.2 1.7 -1.2
O -2.86261 -0.53643 0.56024 0.1 -0.8 -0.7
O 4.50221 -0.85055 -1.32324 1.1 1.5 -0.2
O -1.29365 -1.97622 -0.19977 3.1 0.1 -0.2
S 2.65013 -0.94615 0.35949 0.1 -1.8 0.8
H 1.49895 2.73575 0.58798 -0.2 0.4 -0.6
H 2.51349 1.20951 1.51881 0.2 -0.7 0.0
H 1.50997 -0.10429 2.14222 -0.5 -1.1 2.0
H -1.35477 2.20556 -0.35980 -0.4 -0.2 -0.7
H -0.21475 3.08507 -1.53033 -0.5 -0.1 0.3
H -0.75644 3.78941 0.05277 0.3 -0.4 -0.6
H -3.72899 -3.38770 0.62843 1.0 1.1 -1.6
H -2.85694 -3.36475 -0.97051 1.4 -2.0 -1.8
H -4.37017 -2.48153 -0.78998 1.1 -0.1 0.4
H 5.17409 -0.12903 -1.63250 -2.1 -1.8 0.8

---

Record 4
20
Properties=species:S:1:pos:R:3:forces:R:3 method="wB97M-V/def2-TZVPD" homo_energy_ev=-7.853 charge=0 smiles=C[C@@H]1NN(C)c2cscc21 homo_lumo_gap_ev=8.782
C -0.35100 2.23100 -0.91676 -0.4 -1.8 1.4
C -0.95050 1.54119 1.42944 1.0 -0.4 0.9
C -0.04206 0.89689 -0.60555 -0.1 2.8 -0.9
C -0.29199 0.56682 0.71351 -1.4 1.3 0.8
C 0.44303 -0.28413 -1.32063 1.1 -1.4 0.3
C -0.67179 -0.98915 -2.00114 -1.1 3.1 -2.8
C 0.81107 -0.91605 2.19355 1.3 2.1 0.4
N 1.05154 -1.11533 -0.25182 -1.5 -0.2 3.2
N 0.02016 -0.71642 1.04415 1.9 -2.5 -3.2
S -1.11321 2.95908 0.45632 0.3 -0.4 0.1
H -0.32947 2.81797 -1.80964 0.2 -0.1 -0.5
H -1.03352 1.47198 2.53768 -0.4 0.5 -1.1
H 1.28391 -0.02878 -1.92542 0.4 0.1 -1.1
H -1.34709 -1.36483 -1.31123 -1.4 -0.6 1.5
H -0.31209 -1.78548 -2.58115 0.4 -1.1 -1.1
H -1.25719 -0.20416 -2.69119 1.2 -1.9 1.3
H 1.03603 -1.94557 2.26588 0.1 -1.2 0.5
H 1.85774 -0.37540 2.03068 -2.1 -0.7 1.0
H 0.12417 -0.55774 3.00816 1.4 -0.4 -0.1
H 1.07227 -2.20190 -0.26484 -0.8 2.5 -0.6

---

Record 5
20
Properties=species:S:1:pos:R:3:forces:R:3 method="wB97M-V/def2-TZVPD" homo_energy_ev=-12.767 charge=+1 homo_lumo_gap_ev=5.563
C -1.24693 1.32239 -1.02154 -1.3 0.4 0.4
C 1.48312 -0.46656 2.12138 -2.3 -0.2 0.3
C 1.45374 -0.11849 0.78349 1.4 -0.5 2.0
C -0.55424 -0.80436 1.09634 -0.2 -1.8 1.3
C -1.96262 -1.26689 0.80863 -1.6 0.8 0.6
C 0.46656 0.93083 -2.72577 1.1 1.3 -0.1
C -0.69530 0.51237 -2.01147 0.3 -1.7 2.0
N -1.84447 1.75771 -0.13790 0.0 0.7 -0.1
N 0.10826 -0.91927 2.29748 1.2 0.5 -0.8
N 0.28540 -0.39716 0.18980 -1.0 0.8 -1.5
H 2.17694 -0.31796 3.02702 -1.2 -0.4 -2.0
H 2.25046 0.27152 0.24481 1.3 0.7 -0.9
H -2.66157 -1.14832 1.71097 1.2 -0.2 -1.1
H -2.43500 -0.57040 0.04304 0.7 -1.2 0.9
H -2.05139 -2.32599 0.48142 0.3 0.7 0.1
H 0.21947 1.39268 -3.68842 -0.5 0.1 -0.2
H 1.05062 0.09730 -2.99717 0.7 -1.2 -0.4
H 1.10818 1.69647 -2.22005 -0.9 -0.6 -0.1
H -1.23001 -0.49040 -2.09450 0.8 1.4 -0.4
H -0.19328 -1.54982 3.02565 -0.2 0.4 0.2

---

Record 6
20
Properties=species:S:1:pos:R:3:forces:R:3 method="wB97M-V/def2-TZVPD" homo_energy_ev="-12.861 / -12.862" charge=+1 homo_lumo_gap_ev="7.326 / 7.326"
C 1.52736 1.78122 -0.13684 0.4 -0.1 0.0
C 0.16981 1.96689 0.02248 -0.3 0.2 -0.1
C 2.12148 0.54623 -0.38010 -0.4 0.4 0.1
C -0.78748 0.95745 0.01042 2.7 -5.2 -0.1
C 0.75528 -1.00528 1.17740 -0.3 0.0 -0.1
C 1.53217 -0.70432 -0.12173 0.3 -0.3 -0.3
C -0.05446 -0.80140 -0.00759 -1.4 4.3 0.5
N -2.94849 0.19720 -0.01089 0.2 -0.4 0.1
N -2.04263 1.09348 0.12906 -1.4 1.2 0.2
N -0.82547 -1.75061 -0.63572 -0.2 -0.7 -0.2
H 2.14697 2.66263 -0.21231 0.0 0.0 -0.1
H -0.21631 2.97691 0.01179 0.0 0.2 0.1
H 3.08653 0.54810 -0.87401 0.1 0.0 0.1
H 0.88427 -1.99659 1.58452 0.1 -0.2 -0.1
H 0.78383 -0.21826 1.91538 0.0 0.1 0.0
H 2.01760 -1.56873 -0.56289 -0.1 0.0 0.0
H -3.87833 0.45758 0.28959 0.2 0.0 -0.1
H -0.63471 -2.71195 -0.36901 -0.1 0.1 0.0
H -0.92324 -1.64939 -1.63838 0.2 0.0 0.0
H -2.71416 -0.78117 -0.19118 0.1 0.2 0.0

---

Record 7
21
Properties=species:S:1:pos:R:3:forces:R:3 method="wB97M-V/def2-TZVPD" homo_energy_ev="-9.817 / -14.467" multiplicity=3 charge=+1 homo_lumo_gap_ev="6.395 / 6.763"
C 1.89286 2.21846 -0.36028 -0.8 -0.2 1.1
C 0.97845 2.44724 0.60297 0.7 3.9 -0.7
C 1.99664 0.92891 -0.95138 0.4 1.4 0.5
C 0.22432 1.40357 1.07102 -3.3 1.3 4.8
C 1.08442 -0.01795 -0.57260 -2.5 -1.5 0.7
C -1.04269 -1.19456 1.01042 3.8 2.2 1.3
C 0.94765 -1.21010 -1.48225 -1.0 -0.9 1.6
N 0.31031 0.20106 0.50970 -1.0 -5.7 -2.4
N -3.18289 -1.62085 0.64850 -2.9 -4.2 -0.1
N -2.05108 -0.96214 0.27878 -1.5 1.9 -1.3
O -0.70304 -1.79801 1.93078 0.4 -0.8 0.2
H 2.50520 2.99182 -0.58362 1.9 2.0 -1.2
H 0.81484 3.55589 0.90582 0.3 -2.3 0.0
H 2.65500 0.72142 -1.72370 1.2 -0.3 -1.3
H -0.42646 1.46245 2.04504 1.4 0.0 -2.1
H 1.91618 -1.27419 -1.95078 -0.1 -0.5 -0.7
H 0.78994 -2.12544 -0.84436 0.3 0.7 -0.5
H 0.05512 -1.23208 -2.18030 1.2 0.6 0.6
H -3.16088 -2.60435 0.21027 -0.2 2.1 0.7
H -3.42162 -1.82026 1.67095 1.2 1.2 -1.6
H -2.18228 -0.07089 -0.23497 0.4 -1.0 0.5

---

Record 8
22
Properties=species:S:1:pos:R:3:forces:R:3 method="wB97M-V/def2-TZVPD" homo_energy_ev=-4.174 charge=-1 smiles="CC(C)N(C(=O)[O-])c1ncc[nH]1" homo_lumo_gap_ev=7.933
C 0.59394 -0.85089 -2.76857 -0.3 1.8 1.5
C -0.68861 -1.22265 -3.13766 2.6 -0.7 -0.6
C -0.69846 -0.41982 -1.11645 -1.5 0.4 4.8
C -2.74531 -0.40412 0.44933 1.0 0.2 0.5
C 0.40924 1.61844 0.80887 -2.8 2.5 0.6
C 0.78296 -0.67136 1.51937 -4.0 0.5 -0.4
C -0.34994 0.37043 1.27624 -0.6 -1.0 1.9
N 0.52018 -0.24110 -1.48132 1.7 -0.6 -1.3
N -1.42968 -1.06071 -2.00509 0.8 0.3 -2.1
N -1.29613 -0.14362 0.28304 0.9 -0.5 -3.7
O -3.32610 -0.90347 -0.54300 -0.6 0.0 0.1
O -3.21471 -0.13391 1.54953 0.0 0.2 0.5
H 1.61019 -0.80887 -3.17333 -0.9 -0.3 -0.6
H -0.93155 -1.59903 -4.13332 -0.6 -0.1 0.8
H 0.67741 2.22463 1.70253 0.8 -0.7 -0.5
H 1.14815 1.33221 0.08548 0.7 0.2 0.1
H -0.26784 2.39857 0.29086 0.6 -1.4 0.4
H 1.30150 -0.61852 0.65389 2.0 -0.8 -2.6
H 0.30274 -1.58851 1.73084 -0.1 -1.3 0.1
H 1.32103 -0.34884 2.30276 2.2 1.0 2.9
H -0.89252 0.40691 2.34925 0.7 0.6 -2.8
H -2.35682 -1.21618 -1.71678 -2.5 -0.4 0.3

---

Record 9
23
Properties=species:S:1:pos:R:3:forces:R:3 method="wB97M-V/def2-TZVPD" homo_energy_ev=-12.890 charge=+1 homo_lumo_gap_ev=8.107
C 2.68574 1.35133 0.42704 -0.7 -0.3 -0.5
C 2.24271 0.07127 -0.18232 -0.2 -1.0 0.0
C 4.45095 -1.03943 -0.02937 1.3 0.7 -0.9
C 5.03022 0.26419 -0.46642 -2.2 1.9 -2.5
C -1.90277 0.94937 1.36396 -1.4 -3.8 0.3
C -2.03997 -0.63074 -0.76453 1.0 3.4 0.9
C -2.06762 0.80259 -0.18444 0.1 -1.9 1.8
N 0.15523 1.63507 -0.88645 -1.7 1.0 -0.2
N -0.89789 1.38239 -0.67369 1.3 2.4 -1.2
N 3.08198 -1.03428 -0.01910 -0.8 0.0 0.6
O 5.17589 -1.98147 0.10786 -0.6 -0.6 0.4
O 1.13873 -0.14139 -0.70202 1.7 -0.5 0.7
S 4.22731 1.74279 0.26756 0.1 -0.5 0.0
H 6.01790 0.40128 -0.29605 3.2 -0.2 1.2
H 5.03147 0.43396 -1.60159 -0.6 -0.6 1.3
H -2.23510 1.83849 1.83013 -0.8 1.0 -0.1
H -0.95591 0.73862 1.82413 0.9 -0.2 -0.6
H -2.52917 0.03189 1.68681 0.6 1.7 0.0
H -1.30187 -1.16202 -0.33899 2.4 -2.1 1.7
H -1.91826 -0.68730 -1.77566 0.7 0.6 -2.9
H -2.94125 -1.01125 -0.65290 -4.2 -2.1 1.2
H -3.05222 1.18361 -0.36873 0.1 1.4 -1.1
H 2.62763 -1.91899 0.11780 -0.2 -0.4 -0.2

---

Record 10
23
Properties=species:S:1:pos:R:3:forces:R:3 method="wB97M-V/def2-TZVPD" homo_energy_ev="-12.278 / -13.403" multiplicity=3 charge=+1 homo_lumo_gap_ev="6.959 / 5.759"
C 2.36991 0.95624 -0.16355 1.8 3.5 -3.3
C 3.00123 0.56912 0.97094 -0.7 -3.0 3.3
C 0.98644 0.97436 0.09626 -3.1 1.0 -0.8
C 0.78745 0.24202 1.38338 2.2 0.7 -2.5
C -1.33698 -0.66643 1.29858 -2.0 -1.0 -1.0
C -0.15985 2.31227 -1.63870 -0.8 2.5 1.2
C -2.03511 -2.68009 -0.53790 -0.3 0.7 -0.9
N 2.02960 0.04681 1.81138 3.1 -0.1 2.6
N 0.01134 1.58371 -0.42005 -0.2 -0.1 0.7
N -0.27384 -0.26830 1.98079 3.0 1.2 0.6
O 0.27901 -1.30738 -0.70415 -0.4 -0.1 0.3
O -1.93101 -0.13906 -1.24924 1.6 -1.3 1.2
S -1.12961 -1.08581 -0.45553 -2.9 0.1 -1.8
H 2.84485 1.65064 -0.93293 -0.7 -1.5 0.8
H 4.09433 0.48720 1.26273 -1.7 0.3 -0.5
H -2.17333 -1.10016 1.84688 0.1 0.3 -0.3
H -0.00977 1.68787 -2.47141 0.5 -0.7 -1.2
H -1.23392 2.59546 -1.61238 0.7 -0.1 -0.4
H 0.40744 3.30985 -1.69071 -0.3 -1.6 0.1
H -3.17942 -2.38273 -0.70730 2.6 -0.9 0.6
H -1.59540 -3.25286 -1.49039 -0.9 1.1 2.4
H -1.77239 -3.06115 0.49079 -0.6 -0.6 -1.4
H 0.01904 -0.47158 2.93249 -0.9 -0.7 0.4

---

The records above give, respectively, energy relative to the best compared isomer or geometry (same formula, charge and spin) values of 63.94 76.62 137.21 54.75 87.01 85.04 49.59 0.00 73.50 0.00 kcal per mole.